No. 1
{
  "formula": "C16H15N3O4S",
  "method": "the ωB97M-V functional and the def2-TZVPD basis",
  "elements": ["O", "C", "N", "H", "C", "H", "H", "C", "C", "C", "C", "C", "S", "H", "H", "H", "H", "H", "C", "H", "C", "C", "N", "O", "C", "C", "C", "C", "C", "C", "N", "O", "O", "H", "H", "H", "H", "H", "H"],
  "coordinates": [[-2.4970, -2.4095, -1.0588], [-2.2464, -1.9594, 0.0383], [-2.9247, -0.9706, 0.6375], [-2.6087, -0.6594, 1.5439], [-3.9556, -0.2140, -0.0403], [-4.3566, 0.5112, 0.6684], [-4.7525, -0.8937, -0.3555], [-3.3921, 0.5010, -1.2803], [-2.1143, 1.2065, -0.9799], [-0.9163, 1.0702, -1.6077], [0.0993, 1.8905, -1.0631], [-0.3382, 2.6328, -0.0174], [-1.9994, 2.3495, 0.3233], [0.2069, 3.3353, 0.5802], [1.1060, 1.9251, -1.4398], [-0.7641, 0.4115, -2.4445], [-3.1996, -0.2398, -2.0578], [-4.1435, 1.2044, -1.6476], [-1.0421, -2.4792, 0.8459], [-1.1639, -3.5511, 1.0166], [0.2648, -2.1220, 0.1218], [0.8062, -1.0725, 1.0631], [0.1073, -0.9744, 2.1310], [-0.9428, -1.8279, 2.1240], [1.9151, -0.1590, 0.8488], [1.9749, 0.9838, 1.6568], [2.9170, 1.9685, 1.4486], [3.8179, 1.8652, 0.3970], [3.7919, 0.7442, -0.4069], [2.8714, -0.2720, -0.1691], [3.0218, -1.4491, -0.9847], [2.9462, -2.5274, -0.4335], [3.2632, -1.2837, -2.1609], [4.4927, 0.6230, -1.2196], [4.5394, 2.6454, 0.2127], [2.9422, 2.8312, 2.0965], [1.2462, 1.0721, 2.4462], [0.0828, -1.7333, -0.8815], [0.9446, -2.9735, 0.0485]],
  "energy_ev": -40327.2810,
  "homo_lumo_gap_ev": 8.176,
  "e_homo_ha": -0.32476
}


No. 2
{
  "formula": "C16H15N4O9",
  "method": "the ωB97M-V functional and the def2-TZVPD basis",
  "elements": ["C", "C", "O", "C", "C", "C", "C", "O", "C", "O", "O", "C", "C", "O", "H", "H", "H", "H", "H", "H", "H", "H", "H", "H", "H", "H", "H", "N", "C", "C", "C", "C", "N", "O", "O", "C", "C", "N", "O", "O", "N", "C", "H", "H"],
  "coordinates": [[2.8094, -3.0910, 1.3033], [1.3364, -2.9593, 1.5920], [0.9403, -1.6383, 1.0941], [0.1712, -0.8061, 1.8435], [-0.2532, 0.4148, 1.0351], [-0.1736, 1.7056, 1.7993], [-0.8769, 2.8430, 1.1178], [0.4524, 1.8047, 2.8549], [-1.5705, 0.1072, 0.3801], [-2.3123, 0.9048, -0.2160], [-1.9430, -1.1815, 0.5626], [-3.3555, -1.4268, 0.4420], [-3.5771, -2.8936, 0.6529], [-0.1393, -1.0649, 2.9895], [3.2335, -4.0371, 1.6489], [2.9783, -3.0135, 0.2201], [3.3472, -2.2754, 1.8031], [0.7499, -3.6934, 1.0244], [1.1028, -3.0111, 2.6597], [-1.9278, 2.5639, 1.0126], [-0.7447, 3.7517, 1.7163], [-0.5005, 3.0309, 0.1018], [-3.8972, -0.8511, 1.1994], [-3.6939, -1.1057, -0.5441], [-4.6186, -3.1045, 0.8987], [-3.3386, -3.4463, -0.2527], [-2.9569, -3.3108, 1.4460], [1.3635, 4.4645, -4.6235], [1.3210, 3.6706, -3.7603], [1.2621, 2.7056, -2.7109], [1.9587, 2.7133, -1.4889], [1.8355, 1.6409, -0.5752], [2.5581, 1.7185, 0.6762], [2.7432, 2.8624, 1.1656], [2.9496, 0.6577, 1.2111], [0.9684, 0.5508, -0.8103], [0.3114, 0.5587, -2.0335], [-0.5330, -0.4131, -2.6080], [-0.9730, -1.4662, -2.1939], [-0.9001, 0.0978, -3.8849], [-0.2700, 1.3443, -4.1304], [0.4196, 1.5838, -2.9793], [2.6364, 3.5277, -1.2614], [1.1070, -0.4335, -0.3778]],
  "energy_ev": -41216.7051,
  "homo_lumo_gap_ev": 6.145,
  "total_charge": -1,
  "e_homo_ha": -0.17122
}


- Which formula does entry 1 have?
  C16H15N3O4S


- What is the formula in the first record?
  C16H15N3O4S